[1]
ORCA calculation (the ωB97M-V functional and the def2-TZVPD basis) on C23H24F2N5O2S2V as an isolated structure.

Last column: Mulliken spin population.
Element x y z (Å)
V (-0.5418, -0.0470, 0.1234)  2.936
S (-3.1163, -0.1878, 0.0132)  -0.009
C (-3.3372, 0.8670, -1.4060)  0.004
C (-4.4744, 0.7220, -2.1955)  0.003
C (-4.7327, 1.5434, -3.2854)  0.003
C (-3.8250, 2.5460, -3.5994)  -0.001
C (-2.6821, 2.6970, -2.8273)  0.011
C (-2.4003, 1.8777, -1.7320)  0.001
S (-0.9143, 2.1502, -0.8122)  -0.008
H (-5.1765, -0.0630, -1.9347)  0.000
H (-5.6294, 1.3986, -3.8779)  0.001
H (-3.9978, 3.2051, -4.4435)  0.000
H (-1.9645, 3.4718, -3.0731)  0.000
N (-0.5050, -2.3219, 0.5600)  0.000
C (-1.2312, -2.9558, -0.5357)  -0.009
C (-1.1455, -4.4865, -0.6234)  0.003
C (-2.4960, -5.0728, -1.0108)  -0.001
C (-2.3972, -6.3911, -1.7677)  0.000
N (-1.7720, -6.1275, -3.0799)  0.000
C (-0.4439, -6.1398, -3.2988)  0.000
N (0.1085, -5.1550, -3.9793)  0.000
N (0.2747, -7.2119, -2.8889)  0.000
C (-0.8017, -2.2647, -1.8499)  -0.007
O (-0.8286, -2.9355, -2.9352)  0.005
O (-0.4773, -1.0796, -1.7699)  0.007
H (0.4822, -2.5548, 0.5420)  0.002
H (-0.8928, -2.5454, 1.4677)  0.010
H (-2.2729, -2.6222, -0.4385)  -0.007
H (-0.7513, -4.9248, 0.2971)  0.002
H (-0.4275, -4.7160, -1.4152)  -0.001
H (-2.9875, -4.3576, -1.6781)  0.000
H (-3.1640, -5.1713, -0.1503)  0.000
H (-3.3774, -6.8368, -1.9403)  0.000
H (-1.8006, -7.1448, -1.2488)  0.000
H (-2.2296, -5.3661, -3.5694)  0.000
H (-0.1972, -4.1570, -3.6159)  0.001
H (1.0808, -5.2450, -4.2362)  0.000
H (-0.1981, -7.9477, -2.3897)  0.000
H (1.2328, -7.0586, -2.6184)  0.000
F (4.8646, -1.3066, -0.6739)  0.001
C (3.8358, -0.9973, 0.1678)  -0.008
C (2.6378, -0.5620, -0.3445)  0.037
C (1.5687, -0.2385, 0.5067)  0.025
C (1.7827, -0.3688, 1.9065)  -0.094
C (3.0125, -0.8424, 2.3561)  -0.010
F (3.2539, -1.0403, 3.6924)  0.000
C (4.0633, -1.1635, 1.5245)  0.030
C (0.6747, 0.0790, 2.7932)  0.021
C (0.7596, 0.2199, 4.1796)  -0.030
C (-0.2793, 0.7999, 4.8837)  0.060
C (-1.3883, 1.2442, 4.1850)  -0.023
C (-1.4318, 1.0511, 2.8194)  0.074
N (-0.4500, 0.4569, 2.1333)  -0.069
H (2.5284, -0.4852, -1.4215)  0.010
H (5.0046, -1.5175, 1.9169)  0.004
H (1.6520, -0.1071, 4.6858)  -0.001
H (-0.2079, 0.9193, 5.9576)  0.008
H (-2.2178, 1.7345, 4.6773)  -0.002
H (-2.2693, 1.3474, 2.1982)  0.017

⟨S²⟩: 3.768
Highest occupied orbital energy (alpha / beta) (eV): -2.14 / -2.81
HOMO-LUMO gap (alpha / beta) (eV): 3.507 / 4.176
Total charge: -1
LUMO level (alpha / beta) (eV): 1.37 / 1.37
Multiplicity: 4
Energy above the lowest of the compared OMol25 structures with the same formula, charge and spin (eV): 0.369

[2]
ORCA calculation (the ωB97M-V functional and the def2-TZVPD basis) on C23H24HgN3O9 as an isolated structure at a distorted geometry.

Last column: Mulliken spin population.
Element x y z (Å)
Hg (1.0081, 5.4070, -0.3064)  0.004
C (0.9330, 1.8382, 0.6674)  -0.004
O (1.2188, 3.1343, 0.2129)  -0.004
H (-0.1471, 1.6916, 0.6665)  0.000
H (1.2365, 1.0226, 0.0110)  0.000
H (1.3968, 1.4799, 1.5865)  0.002
C (-1.9947, 2.0391, -3.6397)  0.000
C (-1.6691, 2.2217, -2.3252)  0.000
C (-2.5842, 2.4121, -1.3664)  0.000
C (-3.8896, 2.3509, -1.6469)  0.000
C (-4.2634, 2.2203, -3.0082)  0.000
C (-3.3288, 2.0067, -4.0063)  0.000
N (-4.9340, 2.5331, -0.6159)  0.000
O (-4.5723, 2.8113, 0.4676)  0.000
O (-6.0785, 2.6249, -0.9600)  0.000
H (-1.3464, 1.6429, -4.4072)  0.000
H (-0.6311, 2.0115, -2.1134)  0.000
H (-2.1557, 2.5651, -0.3870)  0.000
H (-5.2912, 2.3716, -3.3034)  0.000
H (-3.6973, 1.9176, -5.0176)  0.000
C (-4.0289, -2.4020, -1.7001)  0.000
C (-3.2305, -1.5876, -0.8915)  0.004
C (-1.8971, -1.2678, -1.2569)  0.008
C (-1.5195, -1.5947, -2.6096)  -0.001
C (-2.3183, -2.4001, -3.4085)  0.000
C (-3.5796, -2.7283, -2.9615)  0.000
N (-0.2718, -1.0458, -3.1974)  0.000
O (0.0265, -1.1152, -4.4261)  0.000
O (0.4048, -0.4552, -2.4052)  0.000
H (-5.0274, -2.7223, -1.4419)  0.000
H (-3.7089, -1.2214, 0.0048)  -0.002
H (-1.4225, -0.5855, -0.5673)  -0.009
H (-1.9749, -2.6260, -4.4073)  0.000
H (-4.2690, -3.2343, -3.6212)  0.000
C (2.6863, -2.6003, 3.3676)  0.227
C (2.0766, -1.3387, 3.4213)  0.113
C (0.7361, -1.3176, 3.0265)  0.049
C (0.0189, -2.5079, 2.6768)  0.347
C (0.8053, -3.7558, 2.5990)  0.065
C (2.0629, -3.8388, 3.0613)  0.084
N (-1.4464, -2.5670, 2.4231)  -0.019
O (-2.1115, -3.6048, 2.5909)  -0.006
O (-1.8667, -1.5708, 1.9084)  0.102
H (3.6956, -2.5589, 3.7496)  0.020
H (2.7252, -0.5266, 3.7150)  0.011
H (0.2005, -0.3935, 3.1864)  0.004
H (0.3697, -4.6993, 2.3050)  0.001
H (2.5680, -4.7934, 3.0523)  0.002
O (6.6326, 1.0233, 3.8439)  0.000
C (6.0302, 1.2781, 2.8471)  0.000
O (5.4430, 2.5051, 2.5996)  0.000
C (4.7681, 2.3390, 1.3257)  0.000
C (4.3163, 0.8988, 1.3080)  0.002
C (5.5035, 0.1902, 1.8641)  0.003
H (5.5755, 2.6810, 0.6783)  0.000
H (3.9647, 3.0132, 1.0287)  0.000
H (3.8390, 0.6903, 0.3505)  -0.003
H (3.4673, 0.9688, 1.9880)  -0.004
H (6.2129, -0.0774, 1.0811)  0.000
H (5.3338, -0.7533, 2.3828)  0.000

⟨S²⟩: 0.776
Highest occupied orbital energy (alpha / beta) (eV): -14.18 / -14.18
HOMO-LUMO gap (alpha / beta) (eV): 2.753 / 2.749
Total charge: +2
LUMO level (alpha / beta) (eV): -11.43 / -11.43
Multiplicity: 2

[3]
ORCA calculation (the ωB97M-V functional and the def2-TZVPD basis) on C23H24IrN7OS2 as an isolated structure at a distorted geometry.

Last column: Mulliken spin population.
Element x y z (Å)
Ir (0.3631, 0.0952, -0.6715)  1.233
C (3.6126, 3.2928, -1.4224)  -0.015
C (2.7764, 2.2110, -0.8570)  0.018
N (2.1264, 1.3775, -1.6357)  -0.216
N (2.4078, 1.3174, -2.8971)  -0.185
C (1.7083, 0.6407, -3.7751)  -0.006
N (2.1996, 0.3967, -4.9736)  -0.048
S (0.1118, 0.1132, -3.3488)  0.075
C (2.7150, 1.9133, 0.5600)  0.048
C (3.5577, 2.5292, 1.4931)  0.014
C (3.6017, 2.0412, 2.7900)  -0.001
C (2.8063, 0.9562, 3.1254)  0.004
C (1.9638, 0.4225, 2.1544)  -0.006
N (1.9119, 0.8912, 0.9226)  -0.024
H (3.1951, 3.6410, -2.3662)  0.002
H (4.6122, 2.9075, -1.6486)  0.008
H (3.7208, 4.1321, -0.7401)  0.001
H (3.1170, 0.7354, -5.2335)  0.001
H (1.6605, -0.0987, -5.6672)  0.003
H (4.1864, 3.3580, 1.2097)  0.001
H (4.2573, 2.4885, 3.5231)  0.000
H (2.8377, 0.5152, 4.1082)  0.000
H (1.3322, -0.4268, 2.3730)  0.003
C (0.7423, -4.1652, 1.1004)  0.006
C (0.3015, -3.1849, 0.0617)  -0.008
O (0.7439, -2.0204, 0.0676)  0.057
N (-0.5690, -3.6255, -0.8412)  0.005
C (-0.8982, -2.8859, -2.0418)  0.013
C (-2.0361, -1.8931, -1.9303)  -0.003
C (-3.2692, -2.2074, -2.4922)  -0.001
C (-4.2604, -1.2433, -2.5556)  -0.001
C (-3.9896, 0.0193, -2.0565)  -0.003
C (-2.7563, 0.2406, -1.4722)  0.002
N (-1.8087, -0.6903, -1.3960)  -0.015
H (1.5950, -3.7748, 1.6491)  0.001
H (1.0224, -5.1103, 0.6396)  -0.001
H (-0.0709, -4.3646, 1.7969)  0.001
H (-0.9117, -4.5744, -0.7588)  -0.001
H (-1.1362, -3.6056, -2.8252)  -0.001
H (0.0043, -2.3324, -2.3340)  -0.009
H (-3.4378, -3.1896, -2.9028)  0.000
H (-5.2073, -1.4622, -3.0235)  0.000
H (-4.7023, 0.8245, -2.1272)  0.000
H (-2.5173, 1.2206, -1.0897)  0.006
S (-2.1276, 3.3532, 1.9115)  0.004
C (-1.1689, 2.6378, 0.6913)  -0.011
N (-0.9343, 1.3572, 0.8019)  0.032
C (-1.5233, 0.8380, 1.9314)  0.003
C (-1.4657, -0.4817, 2.3883)  -0.016
C (-2.0777, -0.8039, 3.5879)  0.001
C (-2.7825, 0.1506, 4.3192)  0.000
C (-2.8763, 1.4601, 3.8716)  -0.001
C (-2.2351, 1.7961, 2.6829)  -0.004
H (-0.7927, 3.2235, -0.1279)  0.005
H (-0.9403, -1.2200, 1.7996)  0.027
H (-2.0232, -1.8133, 3.9647)  0.000
H (-3.2474, -0.1245, 5.2534)  0.000
H (-3.4250, 2.2015, 4.4330)  0.000

⟨S²⟩: 1.023
Highest occupied orbital energy (alpha / beta) (eV): -16.98 / -16.98
HOMO-LUMO gap (alpha / beta) (eV): 4.989 / 5.476
Total charge: +3
LUMO level (alpha / beta) (eV): -11.99 / -11.50
Multiplicity: 2

[4]
ORCA calculation (the ωB97M-V functional and the def2-TZVPD basis) on C23H24N2O3S in the gas phase.

Last column: Löwdin charge in e.
Element x y z (Å)
C (8.5439, 0.2958, -1.4995)  -0.051
C (7.3769, 0.4932, -0.5803)  -0.273
C (7.3669, 1.5466, 0.3298)  -0.045
C (6.2897, 1.7304, 1.1775)  -0.069
C (5.1985, 0.8838, 1.1210)  -0.065
C (5.1732, -0.1662, 0.2020)  -0.216
C (4.0649, -1.0851, 0.0716)  -0.040
C (2.7550, -0.8902, 0.3251)  -0.390
S (2.1123, 0.6186, 0.9612)  1.088
C (0.4880, 0.5921, 0.2898)  -0.433
C (-0.1703, 1.8114, 0.1863)  -0.090
C (-1.4447, 1.8771, -0.3320)  -0.015
C (-2.0744, 0.7110, -0.7568)  -0.130
C (-3.4489, 0.8256, -1.3290)  -0.460
O (-3.8210, 1.8153, -1.9309)  0.067
N (-4.2377, -0.2590, -1.1327)  0.081
C (-5.6424, -0.2608, -1.4568)  -0.115
C (-6.4919, -0.0601, -0.1910)  -0.302
C (-6.2484, 1.3032, 0.4873)  -0.114
C (-5.4466, 0.9444, 1.7392)  -0.147
C (-5.9437, -0.4725, 2.0184)  -0.199
O (-6.1263, -1.0675, 0.7500)  -0.113
C (-1.4141, -0.5069, -0.6560)  0.036
C (-0.1286, -0.5938, -0.1210)  -0.194
N (0.4940, -1.8340, 0.0199)  -0.030
C (-0.3205, -3.0297, -0.0871)  -0.021
C (1.8468, -2.0407, 0.1387)  -0.434
O (2.3020, -3.1707, 0.0993)  0.065
C (6.2850, -0.3550, -0.6263)  0.008
H (9.4781, 0.5284, -0.9930)  0.078
H (8.5845, -0.7278, -1.8635)  0.076
H (8.4556, 0.9593, -2.3603)  0.085
H (8.2143, 2.2151, 0.3804)  0.111
H (6.3022, 2.5378, 1.8949)  0.105
H (4.3866, 1.0145, 1.8181)  0.059
H (4.3108, -2.0634, -0.3253)  0.125
H (0.3407, 2.7020, 0.5177)  0.106
H (-1.9621, 2.8185, -0.4261)  0.121
H (-3.9653, -0.9582, -0.4590)  0.135
H (-5.8990, -1.2207, -1.9134)  0.126
H (-5.8262, 0.5475, -2.1660)  0.129
H (-7.5506, -0.1843, -0.4592)  0.146
H (-7.1984, 1.7605, 0.7625)  0.114
H (-5.7128, 1.9831, -0.1707)  0.106
H (-4.3769, 0.9368, 1.5232)  0.103
H (-5.6326, 1.6197, 2.5705)  0.111
H (-6.8998, -0.4439, 2.5611)  0.122
H (-5.2377, -1.0896, 2.5770)  0.121
H (-1.8936, -1.3927, -1.0377)  0.106
H (-0.6069, -3.2281, -1.1219)  0.102
H (0.2817, -3.8653, 0.2668)  0.091
H (-1.2093, -2.9286, 0.5349)  0.100
H (6.2789, -1.1768, -1.3287)  0.121

Highest occupied orbital energy (eV): -7.98
HOMO-LUMO gap (eV): 8.044
Total charge: 0
LUMO level (eV): 0.06
Structure (SMILES): Cc1cccc(/C=C2\Sc3ccc(C(=O)NC[C@@H]4CCCO4)cc3N(C)C2=O)c1
Energy above the lowest of the compared OMol25 structures with the same formula, charge and spin (eV): 0.093